[1]
ORCA calculation (the ωB97M-V functional and the def2-TZVPD basis) on the molecule C10H14OS2 at a distorted geometry.

Geometry as XYZ:
```
27
Properties=species:S:1:pos:R:3:forces:R:3
S -1.463698 2.220519 -0.466299 -1.7 -0.6 0.3
S -3.039212 -0.141557 0.632154 2.4 0.5 0.3
O -4.017829 0.477782 -0.274731 -0.9 -0.6 -0.6
C 1.134323 0.248752 0.603215 -0.1 1.6 2.0
C 3.121157 1.647081 0.345231 -0.4 1.8 0.6
C -0.834914 -0.182427 -1.430738 -0.6 4.7 -2.5
C 1.823715 -0.845449 0.196004 3.5 2.4 -1.1
C 1.785987 1.487267 0.732564 -0.9 0.6 0.0
C -1.269836 0.389977 -0.138257 -1.5 0.4 0.5
C 3.817252 0.548691 -0.129154 -1.9 -1.0 0.5
C 3.169341 -0.708689 -0.236525 -0.4 0.0 -0.7
C -2.963853 -1.992199 0.515546 -2.1 0.7 -1.1
C -0.307091 0.086220 0.998640 -1.0 1.2 -0.3
H -0.796236 -1.191260 -1.514749 0.1 -3.2 -0.2
H -0.742352 0.724624 1.781558 1.1 -0.1 0.4
H -3.553816 -2.357661 1.326642 -0.5 0.1 1.0
H 1.136701 2.325729 1.085488 0.9 -0.6 -0.3
H -3.598497 -2.297512 -0.340844 1.0 0.1 -0.1
H 3.614594 2.703224 0.394380 -0.9 -2.2 0.0
H 4.803474 0.761633 -0.369671 1.8 -0.4 -0.8
H 3.562845 -1.563533 -0.850318 0.1 1.0 1.1
H 0.192644 0.286745 -1.549693 -1.1 -0.9 -0.4
H -0.508046 -0.929560 1.271296 0.1 -0.8 0.3
H 1.293752 -1.661093 -0.050712 -1.5 -3.2 -0.5
H -2.028628 -2.473130 0.642350 1.2 -0.1 -0.5
H -1.502208 0.322605 -2.268668 1.4 -1.5 1.5
H -2.829573 2.113219 -0.904706 1.8 0.0 0.6
```
Forces are in eV/Å.

The energy above the lowest of the compared OMol25 structures with the same formula, charge and spin comes out at 59.4 kcal/mol. The value obtained for the max |F| is 5.3 eV/A. Its HOMO energy is -8.886 eV. The HOMO-LUMO gap is 9.473 eV. The total energy comes out at -34312.5549 eV.

Löwdin atomic charge list, values in e, 6 entries: number 1, S, carries 0.730; number 2, S, carries 0.888; number 3, O, carries -0.577; number 4, C, carries -0.274; number 5, C, carries -0.087; number 6, C, carries -0.156


[2]
ORCA calculation (the ωB97M-V functional and the def2-TZVPD basis) on a structure of composition C42H51BF3N8OS2Ti at a distorted geometry.

Geometry as XYZ:
```
109
Properties=species:S:1:pos:R:3:forces:R:3
Ti -8.255625 -23.075265 16.521706 -1.9 -1.2 2.6
S -0.997585 -21.757776 11.343038 0.8 0.4 -1.1
S -12.864463 -21.763422 10.872914 0.4 0.5 -1.2
F -10.460458 -14.170228 17.465128 2.4 -0.1 -0.6
F -8.876796 -13.743678 15.890369 -0.7 -0.5 1.5
F -8.244633 -14.286816 17.915034 -1.1 -0.1 -0.4
O -3.091230 -20.410811 10.341573 0.5 0.0 0.2
N -11.673110 -21.715591 8.379699 0.0 0.9 1.7
N -7.546572 -24.161262 19.053068 1.5 1.2 1.7
N -13.130342 -19.949373 8.858464 2.2 -2.7 -1.0
N -8.793353 -25.176099 16.461177 1.0 -0.9 -1.6
N -7.267693 -22.984471 18.332020 -0.1 0.0 1.2
N -10.087404 -23.922800 18.857308 0.3 2.4 -0.6
N -10.309669 -23.166342 17.680202 -0.7 -0.9 1.1
N -8.839452 -25.776022 17.651269 -0.5 -2.6 1.0
C -6.748088 -23.157696 15.400737 3.4 -0.2 -2.7
C -4.469833 -22.871360 14.044413 0.4 1.0 -0.5
C -9.004122 -27.042357 13.200183 2.6 -0.5 -0.8
C -13.899532 -19.063051 9.683144 0.0 -0.7 -0.9
C -12.024970 -22.431092 15.493629 0.6 0.2 -0.5
C -8.586704 -27.431539 16.167716 -0.2 1.2 -0.8
C -9.230662 -15.974555 16.519242 0.0 -1.0 -0.3
C -10.820091 -23.350201 19.877532 -0.2 -1.6 -3.1
C -8.603021 -26.156239 15.518857 -1.0 -0.5 1.4
C -10.218331 -18.148982 16.599296 0.4 -2.6 -1.8
C -12.562012 -21.134818 9.312896 -0.4 1.4 0.6
C -9.489689 -24.656763 13.731000 1.5 0.5 -0.2
C -12.689730 -19.353921 7.591321 -1.2 1.5 0.1
C -5.403822 -20.047585 19.886898 -0.1 0.0 -0.8
C -8.802667 -21.301011 16.003874 -0.1 3.3 -1.2
C -9.114870 -18.709863 15.861179 -0.4 2.8 0.5
C -6.126362 -22.885817 20.300213 0.7 0.4 -1.1
C -6.800933 -24.096686 20.209324 -0.9 0.6 -1.3
C -3.062256 -21.185604 12.957110 0.6 2.2 0.9
C -5.060340 -20.879280 17.323478 -0.1 1.2 1.1
C -9.196969 -14.532134 16.988449 -0.6 0.4 -1.1
C -8.203574 -16.476482 15.682235 -1.2 0.2 1.5
C -1.196471 -20.554288 8.817770 -1.6 0.9 0.0
C -11.728486 -22.494557 19.286553 0.2 1.6 0.6
C -12.338401 -22.324654 7.254350 -0.8 0.6 -1.2
C -5.992889 -20.782665 18.608580 0.3 -1.0 0.7
C -8.135365 -17.823507 15.381064 -1.7 -0.1 1.1
C -10.288574 -16.841330 16.894068 1.4 1.6 0.5
C -2.703299 -23.464831 12.548682 0.7 -2.7 -0.5
C -4.009884 -21.518336 13.888019 -1.7 0.0 0.3
C -12.219317 -21.753703 16.831436 0.8 1.2 0.2
C -1.951859 -20.744220 10.180810 0.4 0.0 -2.0
C -8.761912 -27.158770 17.518073 0.6 1.5 -0.8
C -8.872372 -20.071740 15.776665 -0.5 -3.9 1.0
C -6.417575 -22.188972 19.085898 -0.9 -1.0 -0.4
C -13.664944 -21.772989 17.254033 -0.1 0.7 -1.0
C -8.573880 -25.852457 14.053115 0.0 0.6 0.6
C -10.493574 -22.407209 8.938466 -0.5 -2.2 -1.3
C -3.755590 -23.862147 13.376059 0.5 -1.4 1.0
C -11.401833 -22.377657 17.933390 1.8 -1.3 -0.4
C -2.326795 -22.181077 12.316351 -1.4 0.9 1.1
C -5.685316 -23.102111 14.741372 -1.6 0.0 1.7
B -8.924047 -24.970833 18.940514 -0.5 1.2 -0.3
H -11.768587 -19.588872 7.088542 0.9 -0.4 1.0
H -12.372328 -21.777601 19.790371 -0.2 -0.7 0.0
H -10.758063 -23.089657 9.751903 -0.3 0.2 0.1
H -9.663068 -21.804383 9.321398 -0.4 0.4 -0.6
H -14.041345 -22.766985 17.294545 -0.3 -0.9 0.5
H -4.515637 -20.542703 20.288934 0.3 0.2 -0.6
H -7.523460 -25.583714 13.902018 0.0 0.1 -0.6
H -13.371556 -19.567218 6.776686 -0.8 0.1 0.0
H -10.511428 -24.938567 13.933188 -0.4 0.2 -0.1
H -11.687139 -22.242668 6.377365 0.0 -0.4 0.1
H -10.884343 -23.919984 20.751705 0.1 -0.1 1.6
H -0.203328 -20.096588 8.924456 -0.3 -0.3 0.1
H -1.142556 -21.549846 8.347293 0.2 0.4 0.2
H -9.084959 -26.763540 12.131497 0.1 0.0 0.6
H -6.918524 -20.266715 18.314058 0.2 -0.1 0.1
H -4.431354 -21.759197 17.323933 0.0 -0.3 0.1
H -12.722567 -22.151979 14.716704 -0.6 0.3 0.1
H -7.414850 -15.831545 15.416770 0.8 0.7 -0.5
H -11.966171 -20.679889 16.706512 0.2 -0.5 0.2
H -1.859311 -19.879934 8.165969 1.0 -1.0 1.0
H -5.366380 -22.593711 21.058472 -1.0 -0.3 -0.7
H -9.959848 -27.385577 13.515332 -0.7 -0.6 0.3
H -12.588519 -23.370533 7.466275 -0.1 0.1 -0.2
H -9.191500 -25.604330 19.900232 0.6 -0.4 0.2
H -11.059883 -22.275591 15.015158 0.3 0.3 0.3
H -13.213711 -18.298367 9.991974 -0.1 0.8 0.5
H -14.742278 -18.697255 9.106576 -0.1 0.3 0.1
H -13.279666 -21.752878 6.942160 1.2 -0.9 0.8
H -6.836162 -24.896673 20.924161 -0.1 -0.2 0.0
H -3.839461 -24.961772 13.711333 -0.3 1.8 -1.1
H -7.349396 -18.274048 14.864571 1.3 -0.2 -0.9
H -5.619888 -20.846080 16.379658 0.0 0.0 0.5
H -14.187867 -21.306993 16.434172 -0.5 0.3 -0.2
H -2.096158 -24.241083 12.040666 -0.5 0.4 0.5
H -4.381856 -20.007053 17.360010 -0.3 -0.3 -0.2
H -12.761346 -18.269877 7.811552 0.3 -0.4 -0.7
H -5.210712 -18.971591 19.679196 0.0 -0.8 0.1
H -11.079695 -16.561857 17.554536 -0.4 0.7 0.0
H -11.092485 -18.773743 16.775525 0.4 -0.1 0.4
H -12.086223 -23.476605 15.634871 -0.3 -1.4 0.1
H -6.060807 -20.117714 20.760305 -0.5 0.2 -0.5
H -9.227312 -23.723016 14.321372 -0.3 -0.8 -0.7
H -13.840623 -21.188423 18.141070 -0.2 -0.1 0.4
H -8.719702 -27.865550 18.343812 -0.3 0.6 0.0
H -10.172564 -23.126974 8.112635 0.1 1.2 1.0
H -2.823047 -20.074570 12.840530 -0.2 -1.9 0.1
H -8.500999 -28.375029 15.612750 -0.1 0.5 0.7
H -9.294649 -24.445116 12.658706 -0.6 0.3 0.7
H -14.233895 -19.673529 10.472698 -0.6 -0.2 1.3
H -8.174890 -27.844587 13.230409 -1.6 0.9 0.1
H -4.492544 -20.708902 14.478929 0.3 -0.8 -0.6
```
Forces are in eV/Å.

The energy above the lowest of the compared OMol25 structures with the same formula, charge and spin comes out at 48.4 kcal/mol. The value obtained for the max |F| is 4.4 eV/A. Its HOMO energy is -9.578 eV. The HOMO-LUMO gap is 5.422 eV. The total energy comes out at -111955.4896 eV. As for the total charge: +1.

Löwdin atomic charge list, values in e, 6 entries: number 1, Ti, carries 1.022; number 2, S, carries 1.050; number 3, S, carries 0.575; number 4, F, carries 0.098; number 5, F, carries 0.102; number 6, F, carries 0.148


[3]
ORCA calculation (the ωB97M-V functional and the def2-TZVPD basis) on a structure of composition C4H5NO2.

Geometry as XYZ:
```
12
Properties=species:S:1:pos:R:3:forces:R:3
O -0.518358 -2.440939 -0.449258 0.0 0.6 -0.2
O -1.459219 -0.429477 -1.122474 -0.1 -0.1 0.0
N 0.863241 -0.200773 1.428368 -0.1 -0.2 0.1
C -0.530019 -1.249595 -0.502578 0.1 -0.6 0.0
C 0.176829 -0.126525 0.196787 0.2 -0.2 0.0
C 0.377885 1.048006 -0.752320 0.0 0.1 -0.1
C -0.986700 0.685662 -0.329773 -0.2 0.4 0.1
H 0.703751 0.909814 -1.779271 -0.1 0.0 0.1
H 1.813788 -0.504667 1.250721 0.0 0.1 0.1
H 0.439095 -0.897331 2.033780 0.0 0.1 0.0
H -1.728961 1.282373 0.181806 0.1 -0.1 0.0
H 0.793721 1.907550 -0.229457 0.0 -0.2 -0.1
```
Forces are in eV/Å.

The energy above the lowest of the compared OMol25 structures with the same formula, charge and spin comes out at 43.6 kcal/mol. The value obtained for the max |F| is 0.7 eV/A. Its HOMO energy is -9.782 eV. The HOMO-LUMO gap is 10.695 eV. The total energy comes out at -9812.4229 eV.

Löwdin atomic charge list, values in e, 6 entries: number 1, O, carries 0.154; number 2, O, carries 0.069; number 3, N, carries 0.107; number 4, C, carries -0.407; number 5, C, carries -0.356; number 6, C, carries 0.012